[1]
Entry from the Open Molecules 2025 dataset: 3 unconnected molecules or ions with the total composition C2H5Cl3N3 in a non-equilibrium geometry (ωB97M-V/def2-TZVPD).

Each line ends with the natural charge from an NBO analysis.
Atoms and positions in Å:
C 0.062 1.746 0.077  0.688
C 3.880 -0.257 -0.023  -0.071
N 1.239 1.984 0.127  -0.855
N -0.947 1.125 -0.075  -0.697
N -3.895 -1.845 -0.437  -1.092
Cl 3.663 -1.268 1.319  0.316
Cl 4.043 1.311 0.072  0.450
Cl 3.905 -0.963 -1.575  0.300
H 1.610 2.722 0.837  0.418
H -1.958 1.215 0.095  0.451
H -4.854 -2.197 -0.174  0.383
H -3.179 -2.530 -0.405  0.360
H -3.568 -1.043 0.161  0.350

Its largest force on an atom is 5.39 eV/A. As for the total charge: +1. The energy above the lowest of the compared OMol25 structures with the same formula, charge and spin is 2.243 eV.


[2]
Entry from the Open Molecules 2025 dataset: 2 unconnected molecules or ions with the total composition C2H5ClIN in a non-equilibrium geometry (ωB97M-V/def2-TZVPD).

Each line ends with the natural charge from an NBO analysis.
Atoms and positions in Å:
C -1.564 -0.393 0.078  -0.702
C -0.163 -0.616 0.548  -0.187
N 1.705 1.358 -0.114  -0.774
Cl 0.665 -1.984 0.109  0.045
I 3.319 0.245 -0.490  0.360
H -2.367 -0.428 0.865  0.239
H -1.720 -0.913 -0.844  0.229
H -1.753 0.707 0.014  0.231
H 0.430 0.167 0.923  0.220
H 1.448 1.857 -1.088  0.339

Its largest force on an atom is 2.96 eV/A. The energy above the lowest of the compared OMol25 structures with the same formula, charge and spin is 3.248 eV.


[3]
Entry from the Open Molecules 2025 dataset: a single C2H5ClN2 molecule in a non-equilibrium geometry (ωB97M-V/def2-TZVPD).

Each line ends with the natural charge from an NBO analysis.
Atoms and positions in Å:
C -0.563 -0.686 0.228  -0.010
C 0.054 0.668 -0.034  -0.473
H 1.197 -1.857 2.708  0.386
H 0.523 -0.217 2.554  0.363
H -1.309 -1.100 -0.478  0.212
H -0.176 1.550 0.574  0.227
H 1.117 0.583 0.085  0.234
N 0.832 -1.082 2.059  -0.683
N -0.071 -1.561 1.118  -0.214
Cl -0.214 1.156 -1.697  -0.041

Its structure (SMILES) is N/N=C\CCl. Its largest force on an atom is 3.49 eV/A. The energy above the lowest of the compared OMol25 structures with the same formula, charge and spin is 1.541 eV.


[4]
Entry from the Open Molecules 2025 dataset: a single C2H5ClN2 molecule in a non-equilibrium geometry (ωB97M-V/def2-TZVPD).

Each line ends with the natural charge from an NBO analysis.
Atoms and positions in Å:
C 0.140 0.118 0.343  0.419
C -0.942 0.488 -0.592  -0.459
H 1.666 -1.124 0.646  0.399
H 0.726 -1.300 -0.889  0.401
H 0.951 0.552 2.014  0.326
H -0.899 1.553 -0.755  0.249
H -1.968 0.346 -0.187  0.248
N 0.872 -0.977 0.019  -0.820
N 0.216 0.811 1.422  -0.734
Cl -0.764 -0.466 -2.022  -0.030

Its structure (SMILES) is [H]/N=C(\N)CCl. Its largest force on an atom is 2.91 eV/A. The energy above the lowest of the compared OMol25 structures with the same formula, charge and spin is 0.202 eV.


[5]
Entry from the Open Molecules 2025 dataset: a single C2H5ClN2O2S molecule in a non-equilibrium geometry (ωB97M-V/def2-TZVPD).

Each line ends with the natural charge from an NBO analysis.
Atoms and positions in Å:
C 0.539 -1.055 -1.256  -0.836
C -0.549 1.222 0.748  -0.260
N 1.492 0.656 1.042  -0.364
N 0.417 0.883 1.661  -0.162
O -1.397 -1.635 0.453  -0.902
O -1.933 -0.069 -1.416  -0.911
S -1.042 -0.571 -0.436  2.067
Cl -2.163 1.610 1.405  0.017
H 0.239 -1.678 -2.037  0.250
H 1.279 -0.213 -1.327  0.271
H 0.877 -1.563 -0.383  0.238
H -0.097 1.912 -0.104  0.249
H 2.337 0.501 1.650  0.342

Its structure (SMILES) is [H]/N=N/[C@H](Cl)S(C)(=O)=O. Its largest force on an atom is 4.42 eV/A. The energy above the lowest of the compared OMol25 structures with the same formula, charge and spin is 0.743 eV.


[6]
Entry from the Open Molecules 2025 dataset: 2 unconnected molecules or ions with the total composition C2H5ClN2O3S in a non-equilibrium geometry (ωB97M-V/def2-TZVPD).

Each line ends with the natural charge from an NBO analysis.
Atoms and positions in Å:
C 0.589 -0.686 -0.195  0.157
C 1.881 -0.948 -0.865  -0.433
N -0.384 -1.478 -0.438  -0.614
N -1.474 1.604 0.404  -0.229
O -2.643 -2.028 0.826  -0.848
O -2.620 -0.890 -1.373  -0.895
O -0.803 1.771 -0.814  -0.583
S -2.051 -1.093 -0.085  1.987
Cl 3.143 0.177 -0.152  -0.067
H 0.654 0.211 0.397  0.221
H 1.767 -0.660 -1.973  0.257
H 2.261 -2.032 -0.823  0.262
H -2.290 2.225 0.377  0.299
H -1.361 1.479 -1.567  0.485

Its largest force on an atom is 2.47 eV/A. The energy above the lowest of the compared OMol25 structures with the same formula, charge and spin is 1.734 eV.


[7]
Entry from the Open Molecules 2025 dataset: a molecular structure, C2H5ClNO2S in a non-equilibrium geometry (ωB97M-V/def2-TZVPD).

Each line ends with the natural charge from an NBO analysis.
Atoms and positions in Å:
C -1.155 -0.946 -0.076  -0.652
C -0.911 0.623 -0.190  -0.262
N 0.254 0.915 -0.926  -0.826
O 1.189 0.697 1.432  -0.931
O 2.655 1.135 -0.662  -0.908
S 1.487 0.610 -0.019  2.217
Cl 2.463 -1.711 0.410  -0.664
H -1.136 -0.939 1.102  0.226
H -2.093 -1.190 -0.628  0.194
H -0.270 -1.350 -0.549  0.237
H -1.767 1.136 -0.709  0.172
H -0.715 1.022 0.814  0.198

Its largest force on an atom is 3.22 eV/A. As for the total charge: -1. The energy above the lowest of the compared OMol25 structures with the same formula, charge and spin is 1.681 eV.


[8]
Entry from the Open Molecules 2025 dataset: a molecular structure, C2H5ClNO3P in a non-equilibrium geometry (ωB97M-V/def2-TZVPD).

Each line ends with the Löwdin spin population.
Atoms and positions in Å:
C -0.370 -0.749 0.828  0.087
C -0.597 -1.334 -0.534  0.617
N 0.015 0.232 -1.859  0.826
O 0.418 -2.069 -0.979  0.172
O 2.430 -0.491 -0.943  0.034
O 1.592 -1.311 -3.212  0.094
P 1.312 -0.778 -1.855  0.075
Cl -2.586 9.006 7.176  0.000
H -0.525 -1.582 1.590  0.040
H -0.795 0.196 1.170  0.005
H 0.627 -0.580 0.795  0.002
H -1.547 -1.659 -0.891  0.027
H 0.026 1.120 -1.286  0.020

Its largest force on an atom is 4.64 eV/A. Its expectation value of S² is 2.01. As for the total charge: -2. As for the spin multiplicity: 3. For the total energy, the calculation gives -31598.8464 eV.